The following is a DFT calculation (the ωB97M-V functional and the def2-TZVPD basis) of a molecular structure, C34H28Cl3IN2O4PSeTi in a non-equilibrium geometry.

Positions of all 75 atoms, in Å:
H 0.8787 1.0281 4.5718
N -1.7933 0.3817 -0.6963
C -0.5601 -2.1810 3.7231
H 0.4689 -2.3820 3.9898
C -0.9285 -2.0947 2.3812
Cl -1.4379 3.6339 -1.2592
I 2.8510 0.2281 1.2226
C -3.1967 -1.6218 3.0679
C 0.7951 -3.8316 -1.0559
H -4.0236 -0.6732 -2.3993
H 6.9299 -2.3295 2.6958
Ti 0.1754 0.1962 -0.0921
H -3.8612 1.0754 -2.2024
C 5.8685 -2.4758 2.5434
C -2.8269 -1.7456 4.3999
C 1.1959 -4.3573 2.2576
H 0.1499 -4.5835 2.0994
O 1.2512 -0.8924 -1.4232
H 1.2551 -5.0553 -2.7526
C 1.6722 -3.1212 1.8821
H -3.2384 0.2785 -3.6681
C -1.4862 -3.8789 -0.3041
C -1.5065 -2.0074 4.7255
C -0.6155 1.2100 6.1100
H -4.2212 -1.3828 2.8080
H -2.8118 -5.1415 -1.4227
H -3.9043 1.7899 5.5586
H -2.4093 1.3315 0.7362
H 5.8447 -4.4789 3.2617
C 0.1650 3.8841 -1.9408
C -3.3719 0.1851 -2.5900
H -2.5395 -1.6168 1.0365
C -0.7256 -1.0274 -3.9452
C 3.3287 -5.0927 3.0080
H -1.5133 -1.6937 -4.2992
C -0.8178 -5.1956 -2.2064
H -1.2039 -2.0638 5.7641
H -2.2564 -3.5797 0.3933
C -1.7973 -4.7733 -1.3223
C -0.1897 -3.3990 -0.1646
C 0.4841 -4.7256 -2.0668
C -2.0544 -0.0111 -1.9218
H -2.2992 1.4730 7.4185
H -3.1138 1.7537 3.2211
C -2.2511 -1.7732 2.0661
H -0.7342 -0.1287 -4.5663
H 1.8056 -3.4535 -0.9663
C -0.9213 -0.6713 -2.5144
C 5.0810 -1.4264 2.0383
H 3.9877 -5.8424 3.4316
C -0.1678 1.1944 4.7948
O 0.8095 1.7451 -0.8869
Se -0.4097 1.5865 1.9646
N -0.0630 -0.8882 -1.5473
H -1.0599 -5.8968 -2.9953
H 0.2359 -1.5225 -4.0634
C -2.4129 1.6034 4.0319
C 3.7402 -1.5808 1.8296
C -1.0657 1.4012 3.7532
O 2.3143 2.8987 -2.0541
C 3.8826 -3.8461 2.6467
C -1.9569 1.4322 6.3918
H 5.5438 -0.4722 1.8206
O -2.8598 0.9072 -0.0312
Cl 0.0218 3.9203 -3.7156
C 5.2711 -3.6553 2.8510
C 3.0570 -2.8079 2.0946
C -2.8542 1.6212 5.3486
H -3.5614 -1.6076 5.1840
H 1.5745 -6.2995 3.1110
P 0.3348 -2.1260 1.0516
Cl 0.8198 5.4181 -1.3582
C 2.0054 -5.3459 2.8328
C 1.2125 2.7557 -1.6060
H 0.0910 1.0566 6.9173

Values from the calculation:
lowest unoccupied orbital energy (alpha / beta): -0.260 / -0.774 eV
E_HOMO (alpha / beta): -7.1 / -7.7 eV
ΔE to the lowest compared entry with this formula, charge and spin: 134.48 kJ/mol
2S+1: 2
total charge: 0